Molecular formula: C68H50O14
Method: DFT, ωB97M-V with the def2-TZVPD basis set

Geometry as XYZ:
```
132
Properties=species:S:1:pos:R:3:mulliken_charge:R:1
O -0.108 -0.398 4.010 -0.653
C -1.172 0.135 4.275 -0.034
C -2.444 -0.676 4.311 0.789
C -2.357 -2.078 4.089 -0.522
C -3.538 -2.909 4.141 -0.785
C -4.742 -2.225 4.387 -0.773
C -4.794 -0.849 4.628 -0.488
C -3.687 -0.088 4.587 0.436
C -3.851 1.432 4.976 0.128
O -4.903 1.907 5.290 -0.601
C -2.574 2.233 4.758 0.179
C -2.708 3.652 4.711 -0.607
C -1.552 4.538 4.529 -0.851
C -0.345 3.920 4.162 -0.283
C -0.277 2.486 4.120 -0.383
C -1.355 1.652 4.359 0.542
H -1.401 -2.541 3.893 0.623
H -3.610 -3.960 3.904 0.480
H -5.627 -2.836 4.289 0.386
H -5.720 -0.332 4.833 0.559
H -3.727 3.988 4.832 0.599
H -1.703 5.605 4.461 0.465
H 0.605 4.353 3.884 0.263
H 0.635 2.045 3.747 0.591
O 3.134 2.004 -2.799 -0.594
C 2.856 3.134 -2.373 0.509
C 2.807 3.444 -0.939 0.620
C 2.844 2.341 -0.053 -0.777
C 2.637 2.521 1.352 -1.160
C 2.468 3.812 1.799 -0.475
C 2.527 4.935 0.930 -0.567
C 2.795 4.740 -0.417 0.296
C 2.831 5.924 -1.449 0.319
O 2.923 7.067 -1.054 -0.634
C 2.451 5.540 -2.814 0.267
C 2.078 6.620 -3.661 -0.777
C 1.725 6.344 -5.045 -0.635
C 1.647 4.992 -5.437 -0.605
C 1.963 3.967 -4.575 -0.137
C 2.447 4.200 -3.265 0.151
H 2.731 1.295 -0.293 0.513
H 2.547 1.666 2.005 0.673
H 2.190 4.001 2.825 0.813
H 2.720 5.842 1.484 0.517
H 2.256 7.663 -3.449 0.458
H 1.665 7.174 -5.733 0.402
H 1.514 4.566 -6.420 0.425
H 1.948 2.990 -5.036 0.382
O -0.911 3.236 0.535 -0.188
C -1.943 3.747 0.940 -0.266
C -2.163 5.229 0.953 0.146
C -1.103 6.068 0.664 -0.335
C -1.172 7.452 0.538 -0.652
C -2.354 8.069 0.974 -0.593
C -3.358 7.276 1.397 -1.039
C -3.334 5.812 1.472 0.693
C -4.485 5.001 2.005 0.372
O -5.510 5.468 2.402 -0.636
C -4.325 3.495 1.740 0.931
C -5.448 2.615 1.893 -0.748
C -5.317 1.274 1.685 -1.242
C -4.105 0.730 1.315 -0.242
C -2.979 1.507 1.275 -0.901
C -3.147 2.911 1.424 0.647
H -0.162 5.592 0.433 0.305
H -0.278 7.901 0.132 0.572
H -2.364 9.148 0.929 0.416
H -4.201 7.856 1.742 0.431
H -6.412 2.976 2.220 0.501
H -6.251 0.733 1.654 0.459
H -3.981 -0.297 1.003 0.588
H -1.998 1.156 0.989 0.819
O -0.553 -4.117 -3.593 -0.679
C -0.028 -3.073 -3.914 0.687
C -0.387 -1.783 -3.303 0.904
C -1.511 -1.657 -2.419 -1.067
C -1.795 -0.392 -1.786 0.066
C -0.968 0.713 -2.075 -1.243
C 0.057 0.562 -2.967 0.207
C 0.386 -0.615 -3.624 -0.154
C 1.502 -0.538 -4.666 0.063
O 2.109 0.487 -4.939 -0.573
C 1.674 -1.849 -5.442 0.714
C 2.597 -2.008 -6.495 -0.550
C 2.879 -3.188 -7.086 -0.502
C 2.093 -4.336 -6.855 -0.646
C 1.115 -4.242 -5.855 -0.602
C 0.872 -2.987 -5.115 -0.159
H -2.200 -2.466 -2.226 0.452
H -2.626 -0.278 -1.106 0.513
H -1.119 1.692 -1.646 0.507
H 0.537 1.515 -3.132 0.333
H 3.326 -1.294 -6.848 0.387
H 3.583 -3.212 -7.904 0.364
H 2.268 -5.238 -7.422 0.440
H 0.483 -5.088 -5.629 0.467
O 4.633 -6.373 0.022 -0.631
C 4.235 -6.938 -0.982 0.679
C 4.119 -6.225 -2.340 -0.142
C 3.232 -7.215 -3.028 -0.330
C 3.590 -8.530 -2.478 -0.417
O 3.949 -8.231 -1.146 -0.383
H 3.632 -5.266 -2.163 -0.135
H 5.058 -6.016 -2.853 0.355
H 2.200 -6.877 -2.928 0.167
H 3.448 -7.105 -4.090 0.285
H 2.746 -9.201 -2.635 0.326
H 4.403 -9.040 -2.996 0.269
O -1.962 -6.226 3.157 -0.646
C -0.771 -6.371 3.038 0.554
C 0.283 -6.171 4.109 -0.290
C 1.622 -6.714 3.495 -0.578
C 1.267 -6.610 2.028 0.400
O -0.158 -6.708 1.926 -0.339
H 0.348 -5.132 4.433 0.121
H -0.110 -6.820 4.891 0.334
H 2.429 -6.030 3.758 0.337
H 1.873 -7.682 3.927 0.281
H 1.486 -5.660 1.541 -0.326
H 1.692 -7.370 1.372 0.156
O 1.565 -4.186 -0.868 -0.590
C 1.371 -3.184 -0.211 0.516
C 2.143 -1.902 -0.038 -0.778
C 1.024 -0.967 0.445 1.193
C 0.045 -1.830 1.148 -0.207
O 0.153 -3.132 0.449 -0.370
H 2.865 -2.078 0.759 0.394
H 2.736 -1.498 -0.858 0.442
H 1.318 -0.215 1.177 -0.139
H 0.592 -0.304 -0.304 -0.498
H 0.191 -2.091 2.196 -0.028
H -0.986 -1.501 1.015 0.008
```

The total charge is 0. Its highest occupied orbital energy is -9.66 eV. The frontier orbital gap is 8.345 eV.